Entry from the OMol25 dataset: C9H12AsCl2OPtS5 as an isolated structure at a distorted geometry (the ωB97M-V functional and the def2-TZVPD basis).

Computed properties:
Gap between HOMO and LUMO (Eh): 0.189
HOMO energy (eV): -3.9

```
! wB97M-V def2-TZVPD RIJCOSX def2/J DEFGRID3
* xyz -1 1
Pt 0.12120 0.48789 -0.83566
As 2.13304 -1.63903 -1.18280
Cl 0.17736 -0.50916 4.36254
Cl -0.49623 1.10398 2.01443
S -1.71268 2.75044 -0.46943
S 2.51311 0.27683 -0.16100
S 2.38947 -1.43569 -3.27972
S 3.31235 -3.21104 -0.41609
S -0.02212 -1.83958 -0.68588
O -2.38494 1.54562 -1.02952
C -0.04997 2.65560 -1.16600
C 2.39627 2.72025 -2.51682
C 1.31046 2.10677 -3.10423
C 0.07212 2.03400 -2.43950
C 2.24452 3.35566 -1.26939
C 1.04007 3.35428 -0.60967
C 3.72564 2.67315 -3.20858
C -2.23905 4.16129 -1.50970
C 0.36554 -0.33080 2.61421
H 3.64387 3.03424 -4.23470
H 4.47538 3.26273 -2.68214
H 3.10302 3.83600 -0.81693
H 0.92334 3.85016 0.34699
H 1.41555 1.63769 -4.07308
H 4.06294 1.63381 -3.25029
H -0.81519 1.72102 -2.97974
H -3.31140 4.30005 -1.38465
H -1.69306 5.03523 -1.15508
H -0.05245 -1.19876 2.11761
H 1.41564 -0.20656 2.37921
H -2.00090 3.94355 -2.54779
*
```

Entry from the OMol25 dataset: the molecule C9H12BNO6S at a distorted geometry (the ωB97M-V functional and the def2-TZVPD basis).

Computed properties:
Gap between HOMO and LUMO (Eh): 0.337
HOMO energy (eV): -9.3

```
! wB97M-V def2-TZVPD RIJCOSX def2/J DEFGRID3
* xyz 0 1
S 1.81843 0.55170 -2.20636
O -4.28162 -0.68906 1.38323
O -3.74523 0.96702 2.87369
O 2.93088 -2.44402 1.63688
O 0.89992 0.46071 -3.40763
O 3.26202 0.96983 -2.18713
O 0.81762 -2.53721 0.53494
N 1.47362 -0.72999 -1.13238
C -2.43497 0.54909 -0.34414
C -2.35998 0.67333 1.05096
C -0.20361 1.44202 -0.49867
C 2.66247 -1.35003 -0.71091
C -0.14904 1.53576 0.89357
C 0.91833 1.91004 -1.35741
C -3.53837 0.31704 1.87570
C -1.36626 0.96284 -1.07929
C -1.21739 1.15258 1.66806
B 2.13100 -2.16721 0.57057
H -1.38754 0.82599 -2.15589
H 1.62847 2.48317 -0.74965
H 0.65460 2.06133 1.39044
H 0.84316 -1.38891 -1.61692
H -4.93526 -0.86243 2.07343
H 0.56367 -3.10960 1.28250
H 3.35580 -0.58804 -0.37728
H 3.12251 -1.95214 -1.49158
H -1.20645 1.23347 2.75295
H -3.31611 0.14421 -0.82171
H 2.48128 -3.01031 2.29052
H 0.57807 2.58882 -2.14049
*
```

Per-record energy relative to the best compared isomer or geometry (same formula, charge and spin), kcal per mole: 28.2, 17.9